1.
# C3H3FO2

An isolated molecule of C3H3FO2 (wB97M-V/def2-TZVPD, the Open Molecules 2025 dataset).

Calculated values
SMILES   C=COC(=O)F
Multiplicity   1
Total energy   -366.39359 a.u.
Highest occupied orbital energy   -10.4 eV
LUMO level   0.8 eV
Energy relative to the best compared isomer or geometry (same formula, charge and spin)   143.1 kJ/mol

Positions of all 9 atoms, in Å:
1 C -0.39535 -0.07207 -0.39685
2 C 0.47459 0.73506 0.23763
3 C 2.68520 1.77229 -0.93762
4 O 3.77321 1.50217 -0.61388
5 O 1.43273 1.44336 -0.58392
6 F 2.55426 2.61715 -1.95191
7 H -1.11058 -0.68016 0.06387
8 H -0.30528 -0.23125 -1.36853
9 H 0.32854 0.93116 1.23768


2.
# C3H3FO3Pt

A structure of composition C3H3FO3Pt (wB97M-V/def2-TZVPD, the Open Molecules 2025 dataset).

Calculated values
<S²>   3.76
Multiplicity   4
Total energy   -560.38934 a.u.
Highest occupied orbital energy (alpha / beta)   -12.7 / -15.6 eV
LUMO level (alpha / beta)   -6.1 / -7.9 eV
Charge   +1
Energy relative to the best compared isomer or geometry (same formula, charge and spin)   4.2 kJ/mol

Positions of all 11 atoms, in Å:
1 C -0.19380 -0.73202 -1.06255
2 C 0.09930 0.70659 -1.18668
3 F 0.88244 -1.52264 -1.27884
4 H -1.17596 -1.16968 -1.25175
5 H -0.79541 1.32774 -1.09622
6 H 0.92124 0.97248 -1.85371
7 O 0.98951 0.98633 0.44617
8 C 0.43798 0.27263 1.32993
9 O 0.22441 0.61046 2.53221
10 O -0.42397 -0.66640 0.88747
11 Pt -0.96574 -0.78549 2.53397


3.
# C3H3FO4Pt

A structure of composition C3H3FO4Pt (wB97M-V/def2-TZVPD, the Open Molecules 2025 dataset).

Calculated values
<S²>   3.76
Multiplicity   4
Total energy   -634.30941 a.u.
Highest occupied orbital energy (alpha / beta)   -24.0 / -23.4 eV
LUMO level (alpha / beta)   -15.6 / -17.8 eV
Charge   +3
Energy relative to the best compared isomer or geometry (same formula, charge and spin)   78.7 kJ/mol

Positions of all 12 atoms, in Å:
1 C 1.69248 -0.04240 1.05193
2 C 0.87854 -0.76002 0.03225
3 O -0.43536 -0.50081 0.12485
4 O 2.93299 -0.11363 1.19002
5 H 1.25867 0.65030 1.79111
6 H 1.08905 -1.85379 0.10256
7 H 1.26521 -0.50995 -0.98444
8 F 3.50831 -0.96836 0.25385
9 C -1.43217 1.32210 -1.59179
10 O -2.44114 1.27968 -1.03649
11 Pt -4.88759 0.37879 -0.80221
12 O -3.42897 1.11810 -0.13163


4.
# C3H3FOS

A structure of composition C3H3FOS (wB97M-V/def2-TZVPD, the Open Molecules 2025 dataset).

Calculated values
Multiplicity   1
Total energy   -689.31555 a.u.
Highest occupied orbital energy   -9.2 eV
LUMO level   -0.3 eV
Energy relative to the best compared isomer or geometry (same formula, charge and spin)   174.6 kJ/mol

Positions of all 9 atoms, in Å:
1 C 0.76192 0.06769 -0.04401
2 C -0.40855 -0.88139 0.24983
3 C -0.30061 1.08259 -0.33125
4 H 1.23927 0.08353 1.03697
5 H -0.26468 -1.22795 1.37819
6 H -0.62806 -1.66628 -0.40561
7 O -1.23792 0.30039 0.28554
8 F 1.70375 -0.20603 -1.04414
9 S -0.86514 2.44745 -1.12552


5.
# C3H3FOS2

An isolated molecule of C3H3FOS2 (wB97M-V/def2-TZVPD, the Open Molecules 2025 dataset).

Calculated values
SMILES   O=CCSC(F)=S
Multiplicity   1
Total energy   -1087.53737 a.u.
Highest occupied orbital energy   -9.4 eV
LUMO level   -0.3 eV
Energy relative to the best compared isomer or geometry (same formula, charge and spin)   137.6 kJ/mol

Positions of all 10 atoms, in Å:
1 C 0.19056 -1.74785 0.25831
2 C -0.73828 0.79343 0.29013
3 C 0.53973 1.17972 -0.34181
4 O 0.69869 1.00121 -1.49932
5 F -0.20068 -1.54936 -0.96486
6 S 1.11826 -3.02580 0.61105
7 S -0.44653 -0.59067 1.41200
8 H -1.12702 1.72446 0.79668
9 H -1.43120 0.48489 -0.63080
10 H 1.39646 1.72997 0.06862


6.
# C3H3FS

A cluster of 2 separate species, C3H3FS in total (wB97M-V/def2-TZVPD, the Open Molecules 2025 dataset).

Calculated values
SMILES   C=C=C=S.F
Multiplicity   1
Total energy   -614.05383 a.u.
Highest occupied orbital energy (alpha / beta)   -9.1 / -9.1 eV
LUMO level (alpha / beta)   -2.2 / -2.2 eV
Energy relative to the best compared isomer or geometry (same formula, charge and spin)   151.5 kJ/mol

Positions of all 8 atoms, in Å:
1 C -0.97400 -0.74415 -1.08781
2 C -0.41750 -0.24043 0.04475
3 C -0.21430 0.21566 1.18416
4 F 2.42734 0.92226 0.01352
5 S -0.06042 0.72801 2.76462
6 H -0.42630 -0.59133 -2.01179
7 H -1.88720 -1.29278 -1.24492
8 H 1.55238 1.00277 0.33746